Entry from the Open Molecules 2025 dataset: a 4-piece molecular cluster, H9O4 overall at a distorted geometry (the ωB97M-V functional and the def2-TZVPD basis).

Positions of all 13 atoms, in Å:
O1 0.26 1.36 -1.53
H1 1.65 -0.42 -1.81
H2 -0.60 1.30 -1.86
O2 0.97 -0.88 -1.18
H3 0.63 0.34 -0.05
H4 0.21 -0.81 -1.69
O3 -1.20 -0.80 2.20
H5 -1.30 -1.65 1.80
H6 -1.97 -0.76 2.78
O4 0.46 0.42 1.01
H7 0.76 -0.52 1.30
H8 -0.60 0.52 1.18
H9 0.72 1.90 -2.15

- 2S+1 = 1
- E_tot (Ha) = -306.04871
- total charge = +1